Computed, not measured: a molecular structure, C7H9N in a non-equilibrium geometry, with ωB97M-V/def2-TZVPD.

Structure (XYZ):
```
17
Properties=species:S:1:pos:R:3:forces:R:3
C 0.279 0.605 1.844 -4.16 -2.85 -0.62
C -0.270 1.100 0.561 0.38 2.20 -6.03
C -1.164 0.127 -0.242 0.99 -2.14 2.71
C -0.604 -0.794 -1.311 -0.38 1.53 0.67
C 0.714 0.104 -1.670 -3.79 -0.40 3.37
C 0.725 -0.606 0.824 0.58 0.74 0.05
C -0.596 -1.221 0.207 2.40 2.96 -1.77
H -0.493 0.627 2.716 0.42 -1.44 -1.70
H 0.951 1.122 2.393 3.30 1.84 0.29
H -0.671 2.157 0.283 1.29 -1.30 0.96
H -2.098 0.445 -0.199 -4.64 0.36 -0.01
H -1.406 -1.378 -1.910 1.74 1.41 0.59
H 1.330 -0.404 -2.323 2.57 -1.41 -0.15
H 0.542 1.027 -2.196 -0.95 0.39 -0.19
H 1.644 -1.192 1.080 -1.09 0.16 -0.30
H -1.140 -2.027 0.561 -0.75 -1.43 0.57
N 0.977 0.533 -0.240 2.12 -0.63 1.56
```
Positions in Å, forces in eV/Å.

Values from the calculation:
total energy = -326.6839 hartree
HOMO = -8.5 eV
relative energy (zero: lowest compared OMol25 entry of this formula, charge and spin) = 130.0 kcal/mol

Electronic structure analysis, natural (NBO) charges in units of e: C -0.431; C -0.042; C -0.261; C -0.251; C -0.222; C -0.045; C -0.257; H 0.207; H 0.227; H 0.199; H 0.202; H 0.242; H 0.208; H 0.202; H 0.218; H 0.229; N -0.426